# 1
The following is a DFT calculation (the ωB97M-V functional and the def2-TZVPD basis) of a cluster of 5 separate species, C41H91ClN6O9PS in total in a non-equilibrium geometry.

Element x y z (Å)
P (1.55785, 2.46611, -2.65609)
H (-3.29036, 6.14675, 1.02393)
H (9.54414, -1.07123, 2.05089)
H (8.57183, -3.68807, -2.72391)
H (-11.97209, -0.94585, -0.25636)
C (12.53652, -4.54149, -3.85801)
C (-4.26770, 1.70025, 1.14778)
H (0.35212, 6.92835, -0.22710)
H (-3.22349, 4.65065, 2.21922)
H (11.50001, -4.73558, -5.75952)
H (11.68479, 0.55216, 0.98875)
H (-4.17209, -5.18982, 1.84882)
H (-1.06981, 1.30202, -1.94799)
H (-8.03931, -6.25091, 3.17740)
H (-16.56020, -0.82825, 2.16373)
H (11.88418, -5.83540, -2.26483)
C (-7.81010, -5.43699, 3.86854)
H (10.83316, 5.03232, 1.46041)
H (-4.89478, 2.65799, 1.44807)
H (-8.76020, -5.07222, 4.26891)
O (10.46676, -4.40505, -2.45949)
H (-13.13807, -0.49817, 1.97184)
C (9.20602, -1.36407, 0.95216)
H (7.35186, 6.42266, 1.12143)
C (12.08406, -3.99217, -5.20780)
C (11.41663, -5.27455, -3.08328)
H (13.50114, -3.83593, -2.20375)
H (-7.85199, -3.03403, -5.13483)
N (-5.92006, -5.13025, 0.70292)
H (-10.18690, -2.96458, -3.45448)
H (-10.78017, -1.98652, -2.09922)
H (-4.53136, 2.33147, -1.13816)
C (-1.01771, 2.36325, -1.40128)
H (-14.72808, -0.91025, -1.22129)
H (-7.86869, -1.38195, -4.48922)
N (-13.72006, -0.88628, -1.40225)
C (-2.15386, 4.26035, 0.17529)
H (-13.54688, 0.08350, -1.66761)
O (2.59195, 3.85946, -3.03682)
H (-4.40938, 4.65955, 0.72738)
C (11.21860, 3.47780, -0.16602)
C (-3.10302, 1.44865, 2.27390)
H (9.11148, 5.36563, 2.87496)
C (-0.33828, 6.31781, 0.53071)
C (9.45285, -3.92547, -3.32681)
H (9.16510, -4.66613, -4.07918)
C (-3.31492, 4.97748, 1.08207)
H (10.69163, -1.09054, -0.89118)
C (8.21828, 4.75389, 2.42195)
H (3.85424, 4.35415, 3.21979)
H (3.05444, 1.45839, -1.21629)
H (12.40026, 3.62788, -0.09005)
C (5.54621, 5.09340, 1.78610)
H (9.33808, -3.19832, -0.54278)
C (-3.72583, 1.86504, -0.39049)
H (10.90859, -6.01560, -3.71332)
S (-2.88785, -1.48243, 2.04984)
O (-8.88524, -2.70350, -1.83480)
C (2.11588, 5.71156, 1.47827)
C (10.45136, 3.92870, 1.22298)
H (-8.44341, -4.31405, -3.08863)
H (-9.57422, -1.29827, -3.18198)
H (-3.66824, 1.11003, 3.26968)
H (-14.19777, -3.00494, 0.10574)
H (4.97347, 5.79387, 3.92312)
H (12.95363, -3.73264, -5.82279)
H (-1.59402, 0.44148, 0.87419)
H (11.70514, 1.59764, -1.40715)
O (-1.73341, -2.55202, 1.95503)
H (8.40287, 2.79900, 1.13874)
C (-7.93537, -3.57300, -2.45859)
C (-13.55842, -0.22503, 0.99567)
C (-2.06772, 0.20814, 1.91934)
H (3.71983, 7.36308, 2.00493)
H (0.59552, 7.10615, 2.52850)
H (10.86984, 4.24632, -1.00019)
H (9.86528, 2.02430, -1.40355)
C (-15.61010, -1.19302, 1.76337)
H (-15.83931, -2.00694, 1.07223)
H (-1.29823, 6.96743, 0.69258)
H (2.60855, 6.76513, 3.43996)
C (8.80274, 3.91956, 1.10378)
N (0.43532, 4.31761, -1.00568)
H (9.77778, -2.99982, -3.80667)
H (9.07262, -0.03771, -0.90028)
H (-3.48346, 0.79120, -0.85104)
H (5.68536, 3.93065, 1.68589)
H (8.45109, 4.43573, 0.11224)
O (2.43503, 1.13022, -1.95785)
C (-5.24151, -5.39920, 1.97868)
C (0.56109, 6.09762, 1.91028)
H (-5.85086, -2.13438, -1.57906)
H (8.05401, -1.13962, 0.88990)
O (-3.69256, -1.70976, 3.35144)
H (10.49619, -3.29552, 0.99525)
H (6.90238, 6.55513, 2.95095)
H (-6.39838, -2.03109, -5.19810)
H (12.33340, -2.86820, -2.73464)
H (-4.75789, -7.48000, 1.62519)
H (-6.92808, -5.15421, 0.88388)
H (0.12078, 5.19033, 2.54392)
H (11.48332, -3.08350, -5.11392)
C (-6.81548, -2.83994, -3.23332)
H (7.89032, 3.96543, 3.25477)
H (-7.46782, -4.13384, -1.64014)
C (-9.89916, -2.22392, -2.70212)
H (-5.33807, -4.74213, 4.07702)
H (2.35169, 6.14546, 0.39403)
C (-13.04151, -1.15524, -0.12650)
C (7.00354, 5.79295, 2.05845)
H (-5.02866, -7.09115, 3.32765)
O (0.98008, 1.98990, -4.08052)
N (13.11199, -3.44732, -3.06306)
C (9.43510, -2.96877, 0.61007)
H (10.82328, 3.16268, 2.05703)
C (-13.17215, -2.63914, 0.20420)
H (-5.01220, 0.77385, 1.19252)
O (-14.98409, -0.12736, 1.06859)
H (-2.50861, 2.43332, 2.58507)
N (-6.24001, -1.74577, -2.43837)
C (-0.67102, 4.83712, -0.18153)
H (-7.01860, -1.16665, -2.10995)
C (10.82509, 1.97361, -0.69628)
C (-2.34930, 2.75769, -0.54402)
C (-5.75842, -4.46900, 3.10084)
H (-5.40432, -3.45322, 2.88677)
H (13.32887, -5.27442, -4.05638)
H (1.93281, 4.52588, -3.39567)
H (2.29244, 4.54244, 1.38998)
C (3.22751, 6.42465, 2.50169)
C (-5.37215, -6.88311, 2.30938)
C (4.42481, 5.36011, 2.96220)
H (-7.20329, -5.80246, 4.70259)
H (9.88413, 1.19873, 1.32833)
H (5.08074, 5.50673, 0.78151)
Cl (-4.18129, -1.87320, 0.43258)
H (-5.74688, -4.16047, 0.43756)
H (8.60600, -3.59835, 1.15568)
H (-6.39777, -7.24890, 2.21091)
N (0.25134, 3.11722, -1.61298)
C (9.94406, -0.47467, -0.21855)
H (-15.00329, -1.55849, 2.59742)
H (-12.55789, -3.23604, -0.47998)
H (-6.02313, -3.57288, -3.43169)
H (-13.20432, 0.79074, 0.78160)
O (-7.18409, -4.37132, 3.17376)
H (-1.24313, 0.23142, 2.78230)
H (-12.82866, -2.84719, 1.22248)
C (10.65569, 0.85239, 0.48901)
C (-7.26794, -2.29062, -4.58311)

Output
- net charge = +1
- 2S+1 = 1
- frontier orbital gap (eV) = 4.511
- F_max (eV/A) = 8.35
- lowest unoccupied orbital energy (eV) = -5.73
- highest occupied orbital energy (Eh) = -0.37648


# 2
The following is a DFT calculation (the ωB97M-V functional and the def2-TZVPD basis) of a structure of composition C4H7BrMgNPd in a non-equilibrium geometry.

Element x y z (Å)
C (0.42034, 1.05982, -0.47572)
H (-1.83152, 1.55132, 1.00453)
C (-0.43962, 0.03465, 0.20437)
Pd (3.15580, -3.05085, 3.06749)
Br (2.03595, -2.56220, 0.57584)
C (-1.82683, 0.54688, 0.58126)
H (1.35274, 0.60073, -0.80430)
C (-0.22376, 1.58856, -1.65500)
H (0.63169, 1.88533, 0.20396)
H (-2.48102, 0.68745, -0.27920)
N (-0.68477, 2.03252, -2.64481)
H (-0.00953, -0.44382, 1.08425)
Mg (2.77578, -3.01824, -1.72723)
H (-2.18334, -0.14025, 1.34862)
H (-0.69193, -0.77189, -0.48404)

Output
- net charge = +2
- 2S+1 = 4
- frontier orbital gap (alpha / beta) (eV) = 5.952 / 3.938
- F_max (eV/A) = 3.76
- lowest unoccupied orbital energy (alpha / beta) (eV) = -7.93 / -13.71
- highest occupied orbital energy (alpha / beta) (Eh) = -0.50997 / -0.64866


# 3
The following is a DFT calculation (the ωB97M-V functional and the def2-TZVPD basis) of an isolated molecule of C18H21NO5S in a non-equilibrium geometry.

Element x y z (Å)
S (0.37482, 3.06968, -0.51112)
H (-5.05865, -1.57565, -0.71592)
C (-1.08263, 0.31805, -1.18067)
O (3.73986, -1.97969, 5.26972)
H (-3.10491, -3.21349, -3.53072)
C (-4.74573, -0.92662, -1.54125)
C (1.66154, 0.41793, 2.90833)
C (0.04233, 1.82758, 1.92515)
C (-2.28812, -0.47575, -1.60870)
C (3.69711, -0.16352, 2.09425)
H (-0.90746, 2.33850, 1.91414)
H (-0.22713, -0.34109, -1.01398)
C (0.88958, 2.00710, 0.83298)
H (0.95058, 2.55693, -2.58748)
H (2.75128, 1.59844, -0.11465)
C (2.52530, 0.60409, 1.80360)
C (-2.05283, -1.56220, -2.62272)
H (-0.50943, 0.86925, -3.19603)
H (-1.29857, 0.84650, -0.25232)
N (0.51093, 2.04591, -1.83636)
C (4.30693, -1.62388, 4.11237)
H (-1.90985, -1.10752, -3.60844)
O (1.37410, 4.08226, -0.69290)
C (4.90129, -0.28773, 1.23990)
H (-4.47775, -1.10031, -3.66958)
H (5.32921, 0.69734, 1.05973)
H (5.63922, -0.92175, 1.72087)
C (3.45547, -0.73852, 3.31805)
H (-5.37108, -2.44200, -2.94669)
C (-3.49744, -0.20476, -1.13753)
H (-1.53361, 2.06371, -2.35570)
C (-3.22593, -2.53693, -2.68248)
H (-5.54878, -0.20220, -1.69837)
O (2.22862, -0.39224, 3.81387)
H (-0.22474, 0.87414, 3.83928)
O (-0.98751, 3.47202, -0.30478)
O (5.40369, -2.00323, 3.77746)
C (-0.70228, 1.35744, -2.23847)
H (4.33656, -2.56229, 5.76508)
C (2.12656, 1.41936, 0.74422)
H (-3.24692, -3.13728, -1.77081)
H (-3.62345, 0.57857, -0.40230)
C (-4.53137, -1.75992, -2.80116)
H (-1.13212, -2.09775, -2.37764)
C (0.41341, 1.02591, 2.98448)
H (4.62990, -0.71439, 0.27529)

Output
- net charge = 0
- 2S+1 = 1
- frontier orbital gap (eV) = 8.897
- F_max (eV/A) = 1.20
- SMILES = Cc1c(C(=O)O)oc2ccc(S(=O)(=O)NCCC3=CCCCC3)cc12
- lowest unoccupied orbital energy (eV) = -0.17
- highest occupied orbital energy (Eh) = -0.33329


# 4
The following is a DFT calculation (the ωB97M-V functional and the def2-TZVPD basis) of an isolated molecule of C3H7NO2.

Element x y z (Å)
H (-0.38057, -0.44040, 1.63474)
H (-0.70428, 1.43752, 0.06218)
H (-2.31417, -0.42180, -0.03457)
N (0.93706, 0.37832, -0.63813)
H (-1.12739, -1.45811, -0.84762)
C (-0.50294, 0.58946, -0.60083)
H (1.32372, -0.08884, -1.44680)
C (-1.23941, -0.65921, -0.10394)
H (2.67117, -0.07637, 0.36544)
C (1.65696, 0.33692, 0.51216)
O (1.25012, 0.71003, 1.60086)
H (-0.84242, 0.86735, -1.60773)
O (-0.72785, -1.17486, 1.10424)

Output
- net charge = 0
- 2S+1 = 1
- frontier orbital gap (eV) = 10.664
- F_max (eV/A) = 0.43
- SMILES = O=CNCCO
- lowest unoccupied orbital energy (eV) = 0.80
- highest occupied orbital energy (Eh) = -0.36259


# 5
The following is a DFT calculation (the ωB97M-V functional and the def2-TZVPD basis) of an isolated molecule of C2H4O3 in a non-equilibrium geometry.

Element x y z (Å)
O (-0.97492, 1.44677, -0.07739)
H (0.40783, -0.36843, 1.21852)
H (1.97413, -0.32285, -0.55902)
H (0.22630, -1.64261, -0.09671)
C (-1.04948, 0.11792, -0.12705)
O (1.21562, 0.23159, -0.37656)
H (-0.06491, 1.76611, 0.15297)
C (0.26267, -0.60311, 0.15969)
O (-1.99723, -0.62538, -0.29445)

Output
- net charge = 0
- 2S+1 = 1
- frontier orbital gap (eV) = 10.373
- F_max (eV/A) = 3.44
- SMILES = O=C(O)CO
- lowest unoccupied orbital energy (eV) = 0.43
- highest occupied orbital energy (Eh) = -0.36540